[1]
# C45H95N5O16S

A 13-piece molecular cluster, C45H95N5O16S overall at a distorted geometry (ωB97M-V/def2-TZVPD, the OMol25 dataset).

Geometry (Å):
S1 -3.164 1.324 4.364
O1 -1.740 0.889 4.410
O2 7.002 0.905 -0.415
O3 -5.024 2.733 -1.337
O4 4.848 -2.626 -4.139
O5 4.204 5.428 -1.250
O6 0.250 4.220 1.587
O7 -0.325 -7.260 -1.824
O8 3.583 1.536 2.783
O9 -6.484 -1.834 1.806
O10 -3.728 1.923 3.149
O11 -0.127 -2.907 -4.104
O12 -2.681 -5.391 2.019
O13 -4.232 0.160 4.888
O14 2.535 3.295 -5.866
O15 -3.599 2.238 5.664
O16 -1.182 -1.024 0.195
N1 6.447 -1.030 0.597
N2 -1.747 -6.982 -0.160
N3 2.816 3.828 -0.543
N4 -1.914 -5.269 4.060
N5 -1.259 -1.447 -5.388
C1 4.155 1.582 5.059
C2 -5.356 -0.052 0.795
C3 -1.113 0.054 1.124
C4 -2.279 -4.690 2.933
C5 -0.878 -6.514 -1.040
C6 -0.833 3.890 2.451
C7 0.848 -0.042 -0.188
C8 -2.087 -6.724 4.347
C9 4.903 -2.176 -2.765
C10 3.178 -1.033 -3.884
C11 8.606 -0.772 -0.510
C12 -1.986 -1.816 -3.110
C13 -3.870 1.494 -3.003
C14 -2.145 -8.351 0.040
C15 0.557 2.329 -5.413
C16 -0.363 -1.570 -6.517
C17 2.810 0.528 3.413
C18 3.522 0.252 4.734
C19 3.059 5.002 -1.106
C20 3.692 -2.126 -4.816
C21 5.114 -0.594 1.035
C22 -6.703 -0.331 0.069
C23 -3.643 2.623 -0.897
C24 -0.134 3.717 3.810
C25 2.697 2.802 -4.505
C26 7.311 -0.215 -0.066
C27 -5.209 2.084 -2.616
C28 1.316 2.321 -4.128
C29 1.907 5.782 -1.689
C30 4.268 2.359 3.714
C31 -1.016 -2.091 -4.238
C32 -2.896 1.695 -1.869
C33 3.783 3.020 0.126
C34 3.532 -1.617 -2.565
C35 1.200 3.507 -6.147
C36 -4.996 2.199 5.912
C37 0.045 0.900 0.621
C38 1.203 5.034 2.286
C39 -5.197 -1.297 1.580
C40 0.196 -1.406 -0.120
C41 1.011 4.699 3.754
C42 -0.665 -4.966 -1.007
C43 -2.212 -3.176 2.752
C44 -7.489 -1.082 1.125
C45 -5.441 0.792 5.325
H1 5.199 0.139 1.837
H2 4.052 3.633 0.986
H3 -1.488 -4.501 -0.464
H4 -0.014 -2.580 -6.732
H5 -2.211 -2.872 1.705
H6 1.997 6.864 -1.585
H7 8.607 -1.859 -0.424
H8 -2.033 0.639 1.131
H9 -1.389 -4.731 4.735
H10 2.190 4.820 1.875
H11 4.233 -0.564 4.606
H12 -7.999 -0.377 1.781
H13 3.948 -1.723 -5.796
H14 -1.149 -7.022 4.815
H15 -2.387 -7.365 3.519
H16 0.262 -1.890 -1.094
H17 2.924 3.676 -3.894
H18 2.911 -2.479 -2.321
H19 5.111 1.362 5.533
H20 0.597 1.355 1.444
H21 4.602 2.809 -0.560
H22 0.907 3.461 -7.195
H23 3.435 2.020 -4.329
H24 -1.824 -2.590 -2.359
H25 -1.610 -0.883 -2.690
H26 4.567 -1.469 1.384
H27 3.434 2.060 0.506
H28 -7.223 0.573 -0.249
H29 5.275 2.526 3.332
H30 1.857 3.519 -0.480
H31 -4.577 0.195 0.073
H32 0.801 3.019 -3.468
H33 -0.972 -1.300 -7.380
H34 3.728 -0.106 -4.048
H35 0.729 5.494 4.445
H36 3.731 3.301 3.822
H37 -8.164 -1.846 0.738
H38 1.903 -0.174 0.052
H39 2.760 -0.032 5.460
H40 0.663 1.443 -6.037
H41 -0.902 3.866 4.570
H42 -0.916 -0.345 2.119
H43 0.267 2.704 3.776
H44 -3.727 2.195 0.102
H45 0.787 0.270 -1.230
H46 2.098 -0.921 -3.980
H47 -5.914 1.298 -2.344
H48 -1.319 -2.846 3.285
H49 -2.125 -8.502 1.119
H50 -1.653 4.595 2.315
H51 0.896 5.654 -1.302
H52 -0.613 -4.532 -2.005
H53 -2.113 -0.960 -5.618
H54 -3.623 2.013 -3.929
H55 -5.639 2.809 -3.307
H56 2.915 -2.875 -4.969
H57 0.931 6.067 2.072
H58 -1.974 2.171 -2.202
H59 -5.424 0.843 1.414
H60 -1.458 -9.065 -0.414
H61 -4.689 -2.033 0.957
H62 0.259 -4.671 -0.510
H63 1.933 4.252 4.127
H64 -2.533 0.755 -1.454
H65 -4.669 -1.155 2.523
H66 -2.093 -6.323 0.523
H67 3.510 2.119 5.754
H68 -5.329 2.334 6.941
H69 -6.442 -1.013 -0.740
H70 -3.102 -8.558 -0.439
H71 -3.056 -2.729 3.277
H72 -3.212 3.620 -0.803
H73 -0.299 1.665 -0.075
H74 -1.264 2.953 2.096
H75 -0.525 2.407 -5.305
H76 0.530 -0.945 -6.499
H77 -5.950 0.145 6.041
H78 8.887 -0.573 -1.544
H79 5.097 -2.954 -2.027
H80 0.563 -2.072 0.661
H81 9.446 -0.328 0.024
H82 -3.772 0.429 -3.211
H83 6.792 -1.887 1.006
H84 2.714 -0.328 2.746
H85 -2.862 -6.946 5.081
H86 1.902 5.635 -2.769
H87 -6.073 0.889 4.441
H88 0.916 4.516 -5.848
H89 1.372 1.346 -3.645
H90 -3.033 -1.647 -3.362
H91 5.692 -1.424 -2.732
H92 -5.333 3.018 5.278
H93 4.451 -0.233 0.248
H94 3.633 -0.778 -1.876
H95 1.783 0.793 3.665

The spin multiplicity is 1. As for the charge: 0. The value obtained for the energy is -3647.254737 Ha. The LUMO energy is 0.0 eV. The calculation puts the HOMO energy at -8.712 eV.

Löwdin atomic charge list, values in e, 5 entries:
1. S 0.751
2. O -0.246
3. O 0.050
4. O -0.156
5. O -0.132

***

[2]
# C45H95N5O5

A 5-piece molecular cluster, C45H95N5O5 overall at a distorted geometry (ωB97M-V/def2-TZVPD, the OMol25 dataset).

Geometry (Å):
O1 -13.510 -5.277 4.114
O2 -15.922 -9.924 1.500
O3 -9.564 -8.594 0.197
O4 -13.595 -8.090 5.462
O5 -13.094 -2.154 4.919
N1 -15.071 -10.615 0.608
N2 -8.532 -9.324 0.858
N3 -13.872 -5.197 2.762
N4 -14.580 -8.334 6.451
N5 -12.931 -1.318 6.052
C1 -13.944 -10.767 6.491
C2 -12.205 -3.527 2.201
C3 -7.133 -11.283 0.887
C4 -15.765 -9.403 8.877
C5 -10.551 -1.854 6.087
C6 -14.876 -12.020 -1.413
C7 -15.566 -5.569 1.047
C8 -15.149 -1.967 7.019
C9 -15.730 -9.844 5.034
C10 -8.178 -7.743 2.638
C11 -14.224 -0.855 6.553
C12 -15.968 -3.971 2.949
C13 -15.381 -7.948 8.703
C14 -12.917 -0.434 8.698
C15 -7.538 -8.426 1.434
C16 -14.671 -4.796 0.092
C17 -7.711 -10.307 -1.315
C18 -16.113 -9.944 7.487
C19 -5.918 -10.418 1.164
C20 -11.842 -1.773 6.906
C21 -14.215 -6.170 7.425
C22 -15.288 -5.288 2.511
C23 -16.825 -12.334 0.107
C24 -16.633 -10.271 -1.234
C25 -7.077 -7.294 0.477
C26 -14.876 -0.038 5.419
C27 -12.942 -8.157 8.333
C28 -13.783 -12.771 -0.689
C29 -11.630 -5.982 2.117
C30 -13.123 -10.012 1.909
C31 -6.299 -9.182 1.966
C32 -13.202 -4.998 0.398
C33 -14.299 -12.185 2.379
C34 -8.231 -10.522 0.111
C35 -13.953 0.118 7.724
C36 -12.050 -3.161 7.531
C37 -14.263 -7.665 7.691
C38 -13.020 -11.816 0.210
C39 -11.620 -0.688 7.959
C40 -15.810 -11.286 -0.430
C41 -12.739 -4.937 1.864
C42 -15.050 -9.715 6.409
C43 -9.428 -11.461 0.091
C44 -15.910 -6.419 3.340
C45 -13.903 -11.175 1.282
H1 -13.379 -1.267 9.241
H2 -12.548 -11.008 -0.353
H3 -15.808 -6.254 4.413
H4 -12.231 -12.365 0.732
H5 -14.022 -7.531 4.803
H6 -11.484 -6.636 1.262
H7 -10.303 -8.662 0.811
H8 -16.204 -11.038 7.492
H9 -16.142 -1.554 7.230
H10 -15.646 -6.635 0.804
H11 -14.649 -13.125 1.960
H12 -10.821 -0.957 8.650
H13 -11.346 0.228 7.430
H14 -17.591 -10.075 -0.758
H15 -16.344 -8.972 4.806
H16 -16.606 -5.251 0.882
H17 -10.386 -0.900 5.574
H18 -16.040 -9.356 -1.299
H19 -9.127 -12.476 -0.165
H20 -17.318 -12.880 -0.704
H21 -14.260 -11.709 6.034
H22 -6.288 -6.747 0.991
H23 -11.573 -3.486 3.084
H24 -12.721 -7.666 9.281
H25 -9.688 -2.078 6.711
H26 -15.038 -10.035 9.390
H27 -15.341 -2.757 6.289
H28 -14.938 -3.735 0.103
H29 -17.006 -3.842 2.640
H30 -14.451 -11.246 -2.062
H31 -14.352 -5.580 8.332
H32 -12.228 -10.370 2.423
H33 -16.811 -10.679 -2.229
H34 -12.967 -9.235 8.465
H35 -5.450 -8.506 1.885
H36 -14.931 -5.104 -0.925
H37 -10.158 -11.065 -0.619
H38 -13.101 -10.420 5.890
H39 -12.961 -3.323 8.097
H40 -14.905 -5.943 6.611
H41 -14.067 0.400 4.831
H42 -15.502 -12.675 -2.016
H43 -13.740 -9.490 2.637
H44 -12.679 -4.189 -0.128
H45 -10.627 -2.591 5.284
H46 -11.964 -3.853 6.686
H47 -17.094 -9.581 7.172
H48 -11.216 -3.470 8.171
H49 -5.102 -11.022 1.570
H50 -7.923 -6.613 0.379
H51 -7.556 -11.597 1.851
H52 -16.945 -6.563 3.030
H53 -13.481 -12.343 3.083
H54 -13.028 -2.812 2.343
H55 -12.791 0.266 9.536
H56 -13.043 -13.174 -1.389
H57 -16.338 -10.739 4.910
H58 -13.669 1.107 7.357
H59 -9.124 -7.282 2.347
H60 -6.760 -7.655 -0.495
H61 -15.793 -8.995 1.279
H62 -15.032 -7.467 9.626
H63 -11.730 -3.080 1.319
H64 -9.928 -11.535 1.059
H65 -15.495 -3.169 2.354
H66 -7.265 -11.188 -1.771
H67 -15.486 -0.666 4.770
H68 -14.914 -9.834 4.309
H69 -15.455 0.795 5.814
H70 -13.241 -5.853 7.037
H71 -12.801 -5.866 -0.130
H72 -11.634 -6.442 3.102
H73 -14.912 0.250 8.235
H74 -16.322 -13.129 0.660
H75 -17.607 -11.853 0.693
H76 -13.611 -4.384 4.482
H77 -15.124 -11.746 2.944
H78 -15.717 -3.742 3.982
H79 -16.260 -7.341 8.449
H80 -14.799 -2.437 7.938
H81 -13.669 -11.000 7.519
H82 -16.660 -9.429 9.505
H83 -10.692 -5.407 2.179
H84 -15.363 -7.358 3.175
H85 -7.540 -6.988 3.101
H86 -6.859 -12.175 0.325
H87 -5.472 -10.094 0.210
H88 -12.808 -1.602 4.184
H89 -14.181 -13.624 -0.139
H90 -12.796 -9.342 1.109
H91 -12.113 -7.911 7.662
H92 -8.545 -9.979 -1.946
H93 -6.438 -9.511 2.997
H94 -7.001 -9.483 -1.362
H95 -8.389 -8.468 3.427

The spin multiplicity is 1. As for the charge: 0. The value obtained for the energy is -2421.341103 Ha. The LUMO energy is 0.6 eV. The SMILES is CC1(C)CCCC(C)(C)N1O.CC1(C)CCCC(C)(C)N1O.CC1(C)CCCC(C)(C)N1O.CC1(C)CCCC(C)(C)N1O.CC1(C)CCCC(C)(C)N1O. The calculation puts the HOMO energy at -7.789 eV.

Löwdin atomic charge list, values in e, 5 entries:
1. O -0.015
2. O -0.011
3. O -0.013
4. O -0.017
5. O -0.037